Density functional theory data (the ωB97M-V functional and the def2-TZVPD basis) for 2 unconnected molecules or ions with the total composition C3H5NO2S at a distorted geometry.

Atoms and positions in Å:
N  1.147650  1.672440  0.412786
S  1.457993  0.364242  -0.187429
O  2.009593  0.079505  -1.498739
O  1.615533  -0.965358  0.690907
H  1.526595  -0.787780  1.587563
C  -0.370186  -0.960372  -1.408713
C  -1.000073  -0.343278  -0.544928
C  -1.529223  0.487648  0.599275
H  0.005502  -1.689427  -2.047215
H  -1.503513  0.084514  1.665379
H  -2.512503  0.681741  0.230760
H  -0.847367  1.376130  0.500354

Cartesian forces, eV/Å:
N 0.7 -2.7 -0.5
S 0.5 3.1 -0.6
O 0.1 -0.5 1.3
O 0.7 -0.6 -3.2
H -0.4 0.9 2.9
C -2.8 1.6 2.8
C 1.5 -1.4 -0.1
C 1.3 -0.2 -1.1
H 0.6 -0.5 -0.9
H 0.0 0.1 -1.8
H -1.0 0.6 0.6
H -1.2 -0.4 0.6

Summary:
Kohn-Sham gap, Ha: 0.3693
Electronic energy, Eh: -720.52685
Maximum force, eV/Å: 4.27